#1
This record from OMol25 describes an isolated molecule of C7H18N2O. The level of theory is ωB97M-V/def2-TZVPD.

XYZ file:
```
28
Properties=species:S:1:pos:R:3
C -0.410 -0.772 3.316
N 0.000 0.167 2.279
N -0.390 1.513 2.598
C -0.500 -0.198 0.757
C 0.760 0.058 0.017
O 1.696 -0.964 0.230
C 0.157 0.003 -1.637
C -0.385 1.394 -1.985
C 1.399 -0.282 -2.495
C -0.901 -1.056 -1.965
H -0.024 -1.771 3.087
H -1.503 -0.834 3.421
H 0.009 -0.493 4.293
H -1.383 1.575 2.840
H 0.123 1.862 3.411
H -1.326 0.478 0.545
H -0.773 -1.254 0.749
H 1.199 1.048 0.148
H 2.211 -0.693 1.010
H -0.664 1.458 -3.045
H -1.276 1.645 -1.402
H 0.365 2.172 -1.806
H 1.164 -0.225 -3.566
H 1.797 -1.284 -2.307
H 2.200 0.437 -2.297
H -1.863 -0.841 -1.490
H -1.107 -1.085 -3.044
H -0.574 -2.056 -1.663
```

Results
E_LUMO	0.886	eV
total charge	0
HOMO energy	-8.64	eV
gap between HOMO and LUMO	9.5289	eV

***

#2
This record from OMol25 describes a cluster of 2 separate species, C7H18N2O in total. The level of theory is ωB97M-V/def2-TZVPD.

XYZ file:
```
28
Properties=species:S:1:pos:R:3
C -1.298 -1.459 -0.393
N -0.357 -0.780 0.484
C -0.803 0.515 1.041
O -1.115 1.363 -0.002
N -1.886 0.505 1.991
C -3.247 0.389 1.503
H -2.118 -1.956 0.138
H -0.762 -2.217 -0.966
H -1.719 -0.722 -1.074
H -0.058 -1.393 1.234
H 0.079 0.878 1.605
H -0.308 1.396 -0.593
H -1.695 -0.151 2.739
H -3.553 -0.629 1.230
H -3.342 1.036 0.634
H -3.918 0.754 2.282
C 1.475 1.498 -1.481
C 2.014 0.367 -1.021
C 2.012 -0.900 -1.818
C 2.816 0.320 0.243
H 1.018 1.542 -2.458
H 1.627 2.438 -0.971
H 1.643 -1.719 -1.212
H 1.393 -0.808 -2.708
H 3.034 -1.152 -2.120
H 2.834 1.286 0.740
H 3.842 0.018 0.028
H 2.393 -0.418 0.923
```

Results
E_LUMO	0.840	eV
total charge	0
HOMO energy	-8.21	eV
gap between HOMO and LUMO	9.0462	eV

***

#3
This record from OMol25 describes a cluster of 2 separate species, C7H18N2O in total. The level of theory is ωB97M-V/def2-TZVPD.

XYZ file:
```
28
Properties=species:S:1:pos:R:3
C 2.502 -0.449 -0.489
C 1.945 -0.254 0.890
N 2.281 0.913 1.536
C 1.136 -1.212 1.482
O 1.330 -2.574 1.227
H 1.743 -0.831 -1.169
H 3.321 -1.171 -0.466
H 2.881 0.492 -0.889
H 1.839 1.056 2.433
H 2.301 1.749 0.965
H 0.876 -1.056 2.524
H 2.168 -2.741 0.784
C -2.891 0.434 0.157
C -1.577 0.109 -0.545
C -1.669 0.293 -2.057
C -0.476 1.446 -0.005
N -1.157 -1.169 -0.179
H -2.778 0.332 1.236
H -3.655 -0.271 -0.168
H -3.225 1.445 -0.069
H -2.360 -0.443 -2.470
H -0.696 0.133 -2.523
H -2.013 1.292 -2.315
H 0.479 1.452 -0.527
H -1.044 2.323 -0.303
H -0.387 1.430 1.079
H -0.344 -1.164 0.736
H -0.529 -1.565 -0.874
```

Results
E_LUMO	0.661	eV
total charge	0
HOMO energy	-7.61	eV
gap between HOMO and LUMO	8.2671	eV

***

Most stable of them? #2.

***

#1
This record from OMol25 describes a cluster of 3 separate species, C7H18N2O in total. The level of theory is ωB97M-V/def2-TZVPD.

XYZ file:
```
28
Properties=species:S:1:pos:R:3
C 0.591 0.953 0.311
C -1.563 -0.589 -0.254
C 0.871 -0.291 -0.192
C 3.105 1.090 0.375
C -1.556 -1.586 -1.380
C -2.379 0.645 -0.526
C 1.246 -1.470 0.646
N 0.312 2.096 -0.460
N -1.851 -1.150 0.995
O 0.264 1.092 1.623
H -0.248 1.907 1.710
H 1.141 -0.322 -1.239
H 0.502 1.967 -1.447
H 0.928 2.852 -0.168
H -1.390 -2.032 1.177
H -1.720 -0.518 1.775
H 3.628 0.493 -0.370
H 3.227 0.709 1.387
H 3.347 2.150 0.300
H -1.231 -1.120 -2.311
H -0.902 -2.437 -1.178
H -2.568 -1.988 -1.552
H -2.302 1.380 0.277
H -3.445 0.379 -0.615
H -2.086 1.122 -1.460
H 0.965 -1.325 1.689
H 2.328 -1.617 0.610
H 0.787 -2.392 0.277
```

Results
E_LUMO (alpha / beta)	0.688 / 0.693	eV
total charge	0
HOMO energy (alpha / beta)	-6.81 / -5.36	eV
gap between HOMO and LUMO (alpha / beta)	7.4957 / 6.0489	eV

***

#2
This record from OMol25 describes an isolated molecule of C7H18N2O. The level of theory is ωB97M-V/def2-TZVPD.

XYZ file:
```
28
Properties=species:S:1:pos:R:3
C -1.697 1.940 -0.080
C -0.544 1.527 -0.976
C 0.797 1.021 -0.220
C 1.941 0.841 -1.235
C 0.536 -0.229 0.685
N 0.117 0.196 2.000
O 1.730 -0.930 0.918
N -0.505 -1.114 0.146
C -1.010 -2.126 1.082
C -0.097 -1.806 -1.082
H -1.360 2.604 0.721
H -2.199 1.076 0.363
H -2.450 2.477 -0.668
H -0.226 2.411 -1.541
H -0.908 0.839 -1.745
H 1.116 1.852 0.424
H 1.766 1.408 -2.157
H 2.113 -0.197 -1.528
H 2.881 1.206 -0.804
H 0.758 0.916 2.320
H -0.790 0.642 1.907
H 1.551 -1.349 1.773
H -1.464 -1.680 1.971
H -0.228 -2.824 1.403
H -1.808 -2.712 0.610
H 0.736 -2.498 -0.917
H 0.182 -1.114 -1.878
H -0.940 -2.377 -1.489
```

Results
E_LUMO	1.011	eV
total charge	0
HOMO energy	-8.71	eV
gap between HOMO and LUMO	9.7252	eV

***

Most stable of them? #2.

***

#1
This record from OMol25 describes an isolated molecule of CH3BrS. The level of theory is ωB97M-V/def2-TZVPD.

XYZ file:
```
6
Properties=species:S:1:pos:R:3
C 0.565 0.233 -0.224
S -1.126 0.051 -0.652
Br -2.022 -1.073 1.076
H 0.866 -0.808 -0.034
H 1.067 0.818 -0.964
H 0.650 0.779 0.798
```

Results
E_LUMO	-0.422	eV
total charge	0
HOMO energy	-8.90	eV
gap between HOMO and LUMO	8.4748	eV

***

#2
This record from OMol25 describes a cluster of 2 separate species, CH3BrS in total. The level of theory is ωB97M-V/def2-TZVPD.

XYZ file:
```
6
Properties=species:S:1:pos:R:3
C 0.506 -0.309 0.044
S 0.815 1.411 0.042
Br -2.780 0.787 -0.284
H 1.408 -0.861 0.053
H -0.136 -0.431 -0.868
H 0.187 -0.597 1.014
```

Results
E_LUMO (alpha / beta)	-4.350 / -4.357	eV
total charge	0
HOMO energy (alpha / beta)	-9.02 / -9.02	eV
gap between HOMO and LUMO (alpha / beta)	4.6701 / 4.6668	eV

***

Most stable of them? #1.